This record from OMol25 describes a molecular structure, C3H6CoIO in a non-equilibrium geometry. The level of theory is the ωB97M-V functional and the def2-TZVPD basis.

- HOMO (spin up / spin down): -12.2 / -12.2 eV
- E_LUMO (spin up / spin down): -7.865 / -8.655 eV
- HOMO-LUMO gap (spin up / spin down): 4.3 / 3.5 eV

```
! wB97M-V def2-TZVPD RIJCOSX def2/J DEFGRID3
* xyz 1 4
Co 12.94361 11.60792 -35.36321
I 13.14901 14.36951 -35.11842
C 15.91297 13.19352 -32.56618
C 16.24335 14.39447 -31.71331
O 17.12650 14.38190 -30.85537
C 15.30746 15.59144 -31.86040
H 15.53348 13.50277 -33.54007
H 15.18582 12.56715 -32.04945
H 16.84407 12.62791 -32.53080
H 15.90784 16.40802 -32.26144
H 14.92230 15.89541 -30.88708
H 14.45922 15.36339 -32.50584
*
```

This record from OMol25 describes a molecular structure, C3H6ErO3 in a non-equilibrium geometry. The level of theory is the ωB97M-V functional and the def2-TZVPD basis.

- HOMO (spin up / spin down): -12.8 / -12.9 eV
- E_LUMO (spin up / spin down): -5.978 / -5.912 eV
- HOMO-LUMO gap (spin up / spin down): 6.8 / 7.0 eV

```
! wB97M-V def2-TZVPD RIJCOSX def2/J DEFGRID3
* xyz 1 4
O 0.21490 -0.53727 -0.24567
C -1.01344 0.08023 0.20624
C -0.54794 1.48032 0.59515
O 0.82001 1.27708 0.91354
C 1.30421 0.41558 -0.04638
Er 0.41183 -2.61182 -1.44209
H -1.37429 -0.50691 1.05843
H -1.06386 1.87248 1.47663
H -0.64576 2.18236 -0.24798
H 2.18073 -0.12674 0.32467
H 1.51188 0.93594 -0.99590
H -1.75961 0.08131 -0.59573
O -0.03867 -4.54256 -1.00092
*
```

This record from OMol25 describes 2 unconnected molecules or ions with the total composition C3H6F4N2 in a non-equilibrium geometry. The level of theory is the ωB97M-V functional and the def2-TZVPD basis.

- HOMO (spin up / spin down): -8.5 / -7.6 eV
- E_LUMO (spin up / spin down): 0.500 / 0.191 eV
- HOMO-LUMO gap (spin up / spin down): 9.0 / 7.7 eV

```
! wB97M-V def2-TZVPD RIJCOSX def2/J DEFGRID3
* xyz 0 1
C 0.19913 1.84608 1.04635
C 0.37838 -1.67257 -0.73390
C -1.44830 0.50041 -0.30206
N 1.25927 -2.51903 -0.07818
N -0.44807 1.43660 -0.19316
F 0.92384 -0.34757 -1.04350
F -0.08639 -2.26329 -1.87601
F -1.99833 0.43624 -1.51883
F -2.41916 0.72435 0.64927
H 0.71372 0.92677 1.45489
H 0.81278 2.61914 0.85987
H -0.48979 2.16552 1.79823
H 0.79735 -3.39143 0.25051
H 1.70108 -2.00788 0.73848
H 0.10447 1.54666 -1.05197
*
```

This record from OMol25 describes a molecular structure, C3H6FMnO2 in a non-equilibrium geometry. The level of theory is the ωB97M-V functional and the def2-TZVPD basis.

- HOMO (spin up / spin down): -7.4 / -9.1 eV
- E_LUMO (spin up / spin down): 0.006 / -0.395 eV
- HOMO-LUMO gap (spin up / spin down): 7.4 / 8.7 eV

```
! wB97M-V def2-TZVPD RIJCOSX def2/J DEFGRID3
* xyz 0 7
O 1.86319 1.72272 0.38290
C 0.62757 1.75691 0.08895
C -0.16001 0.59592 -0.00562
O 0.61609 -0.56952 0.11776
C -0.11041 -1.76984 0.36131
Mn 2.59447 -0.13845 0.48069
H 0.12345 2.72914 -0.02107
H -1.33686 0.63545 -1.19318
H -0.68857 -2.03822 -0.53314
H 0.61476 -2.56004 0.58061
H -0.79346 -1.63236 1.21066
H -1.09357 0.59841 0.59870
F -2.25665 0.66986 -2.06857
*
```

This record from OMol25 describes a molecular structure, C3H6FN in a non-equilibrium geometry. The level of theory is the ωB97M-V functional and the def2-TZVPD basis.

- HOMO: -10.8 eV
- E_LUMO: 1.114 eV
- HOMO-LUMO gap: 12.0 eV

```
! wB97M-V def2-TZVPD RIJCOSX def2/J DEFGRID3
* xyz 0 1
C 2.00991 0.00836 -0.71137
C 2.57188 0.12326 0.32134
C -0.59554 1.69205 0.10416
N -1.19072 0.64062 0.41727
F -2.16185 0.17861 -0.44439
H -2.33784 -3.43237 0.61995
H 1.95197 -0.14081 -1.74687
H 2.57067 0.20288 1.36118
H -0.93294 2.24079 -0.68964
H -1.98773 -3.36727 -0.11466
H 0.10219 1.85389 0.88303
*
```

This record from OMol25 describes C3H6FN in the gas phase in a non-equilibrium geometry. The level of theory is the ωB97M-V functional and the def2-TZVPD basis.

- HOMO: -9.1 eV
- E_LUMO: 0.819 eV
- HOMO-LUMO gap: 9.9 eV

```
! wB97M-V def2-TZVPD RIJCOSX def2/J DEFGRID3
* xyz 0 1
F -1.42930 -0.91503 1.14274
C -0.21930 -0.54164 0.61414
C 0.02937 0.95947 0.64607
N 0.14438 0.81703 -0.85278
C -0.22321 -0.60213 -0.78641
H 0.57464 -1.46385 0.94122
H -0.69019 1.72684 0.67682
H 0.99631 0.93831 1.25827
H 1.22098 1.33047 -1.15187
H 0.59360 -1.50665 -0.95810
H -0.99728 -0.74281 -1.53008
*
```

This record from OMol25 describes a molecular structure, C3H6FNO in a non-equilibrium geometry. The level of theory is the ωB97M-V functional and the def2-TZVPD basis.

- HOMO: -10.1 eV
- E_LUMO: 0.701 eV
- HOMO-LUMO gap: 10.8 eV

```
! wB97M-V def2-TZVPD RIJCOSX def2/J DEFGRID3
* xyz 0 1
C 2.08893 -0.78095 -0.06231
C 0.04278 0.60734 0.05283
C -1.44123 0.39456 0.06874
H 2.66608 -0.98360 1.00536
H 2.44784 0.22068 -0.70889
H 2.23531 -1.74904 -0.79159
H -0.18160 -1.32452 -0.33526
H -1.87626 0.71047 1.02077
H -1.77335 0.72750 -0.77659
N 0.71623 -0.58161 0.26884
O 0.48855 1.81313 -0.09260
F -1.84254 -1.04011 -0.10115
*
```

This record from OMol25 describes C3H6FNO in the gas phase in a non-equilibrium geometry. The level of theory is the ωB97M-V functional and the def2-TZVPD basis.

- HOMO (spin up / spin down): -9.4 / -8.5 eV
- E_LUMO (spin up / spin down): 0.224 / 0.110 eV
- HOMO-LUMO gap (spin up / spin down): 9.7 / 8.6 eV

```
! wB97M-V def2-TZVPD RIJCOSX def2/J DEFGRID3
* xyz 0 1
C -1.07851 -0.17154 -0.13937
C -0.71761 1.24941 -0.44725
C 0.16604 -0.96421 0.48398
N 1.90542 0.12455 -0.55235
O 1.22400 -0.98182 -0.39265
F 2.18419 0.62449 0.73116
H -1.72120 -0.30860 0.59265
H -1.23176 -0.74195 -1.11107
H -0.90792 1.66403 -1.40326
H -0.13744 1.91951 0.24584
H 0.40969 -0.33567 1.40891
H -0.09489 -2.07820 0.58342
*
```